{
  "formula": "C5H7O5Yb",
  "method": "ωB97M-V/def2-TZVPD",
  "elements": ["O", "C", "O", "O", "C", "O", "C", "C", "O", "C", "Yb", "H", "H", "H", "H", "H", "H", "H"],
  "coordinates": [[-3.746, 0.153, 1.242], [-3.044, -0.829, 1.472], [-2.867, -1.509, 2.480], [-2.461, -1.991, -0.776], [-2.089, -1.303, 0.144], [-0.929, -0.604, -0.095], [0.088, -0.385, 0.900], [1.364, -0.059, 0.166], [1.067, 0.895, -0.847], [2.223, 1.493, -1.423], [-0.991, 0.625, -2.143], [0.217, -1.297, 1.496], [-0.241, 0.457, 1.520], [1.794, -0.960, -0.298], [2.088, 0.360, 0.882], [1.887, 2.144, -2.237], [2.744, 2.094, -0.663], [2.894, 0.718, -1.821]],
  "de_lowest_kcal_mol": 102.8,
  "total_charge": 1,
  "molar_mass_da": 320.1,
  "spin_multiplicity": 3,
  "s2": 2.011
}

---

{
  "formula": "C9H15FeO9",
  "method": "ωB97M-V/def2-TZVPD",
  "elements": ["Fe", "C", "C", "O", "O", "H", "H", "H", "C", "C", "O", "O", "H", "H", "H", "C", "C", "O", "O", "H", "H", "H", "C", "O", "C", "O", "O", "C", "H", "H", "H", "H", "H", "H"],
  "coordinates": [[0.027, -0.207, 0.942], [4.126, 0.286, 0.818], [2.621, 0.129, 0.932], [1.753, 1.026, 0.955], [2.001, -0.948, 0.979], [4.415, 0.384, -0.228], [4.726, -0.436, 1.373], [4.463, 1.247, 1.206], [-3.294, 2.138, 0.361], [-2.043, 1.311, 0.559], [-1.119, 1.571, 1.343], [-1.896, 0.201, 0.023], [-3.058, 3.197, 0.248], [-3.819, 1.960, 1.299], [-3.913, 1.744, -0.445], [-1.829, -3.054, 3.188], [-1.001, -2.122, 2.250], [-0.927, -2.144, 1.013], [-0.422, -1.117, 2.723], [-2.020, -4.020, 2.722], [-2.729, -2.452, 3.317], [-1.338, -3.298, 4.130], [-1.285, -1.208, -3.040], [-0.170, -0.340, -3.346], [0.433, 0.382, -2.348], [0.376, 0.191, -1.097], [1.160, 1.262, -2.942], [2.243, 2.007, -2.211], [-1.108, -1.892, -2.209], [-1.671, -1.796, -3.873], [-2.068, -0.615, -2.569], [2.674, 2.742, -2.891], [2.906, 1.270, -1.760], [1.785, 2.601, -1.421]],
  "de_lowest_kcal_mol": 46.1,
  "molar_mass_da": 323.1,
  "spin_multiplicity": 6,
  "s2": 8.757
}

---

{
  "formula": "C40H50As2N10O3RuS",
  "method": "ωB97M-V/def2-TZVPD",
  "elements": ["Ru", "C", "O", "C", "C", "O", "C", "H", "H", "H", "H", "H", "H", "H", "H", "H", "H", "C", "N", "C", "N", "C", "N", "C", "C", "C", "C", "C", "C", "C", "N", "N", "C", "O", "C", "C", "C", "C", "C", "C", "N", "C", "N", "C", "N", "C", "H", "H", "H", "H", "H", "H", "H", "H", "H", "H", "H", "H", "H", "H", "H", "H", "C", "As", "C", "C", "C", "C", "C", "C", "C", "As", "C", "C", "H", "H", "H", "H", "H", "H", "H", "H", "H", "H", "H", "H", "H", "H", "H", "H", "C", "C", "C", "C", "N", "C", "S", "N", "C", "H", "H", "H", "H", "H", "H", "H", "H"],
  "coordinates": [[-0.713, 0.429, -1.093], [0.074, 1.662, 2.230], [-0.870, 0.954, 1.435], [-2.223, 1.289, 1.712], [-2.722, 2.505, 0.927], [-2.437, 2.331, -0.458], [-3.222, 3.162, -1.308], [-0.023, 1.366, 3.280], [-0.065, 2.744, 2.161], [1.067, 1.405, 1.862], [-2.355, 1.480, 2.782], [-2.803, 0.402, 1.442], [-2.236, 3.422, 1.283], [-3.800, 2.597, 1.090], [-4.268, 2.844, -1.330], [-2.790, 3.088, -2.313], [-3.190, 4.204, -0.977], [-5.209, -2.835, 1.021], [-4.416, -1.912, 0.238], [-3.126, -1.950, -0.112], [-2.832, -0.887, -0.853], [-4.013, -0.226, -0.928], [-4.971, -0.815, -0.270], [-5.058, -2.590, 2.506], [-6.155, -2.251, 3.298], [-6.001, -2.025, 4.661], [-4.755, -2.109, 5.254], [-3.651, -2.455, 4.466], [-3.814, -2.697, 3.098], [-2.326, -2.547, 5.013], [-1.910, -2.346, 6.238], [-0.611, -2.478, 6.258], [-0.207, -2.761, 5.045], [-1.268, -2.810, 4.207], [1.140, -2.892, 4.555], [2.230, -2.773, 5.422], [3.511, -2.797, 4.902], [3.711, -2.922, 3.534], [2.630, -3.072, 2.667], [2.865, -3.237, 1.183], [1.757, -2.738, 0.413], [1.052, -1.622, 0.609], [0.076, -1.565, -0.283], [0.239, -2.689, -1.025], [1.242, -3.413, -0.610], [1.348, -3.074, 3.186], [-4.912, -3.857, 0.767], [-6.247, -2.680, 0.722], [-2.450, -2.738, 0.149], [-4.164, 0.672, -1.488], [-7.135, -2.170, 2.851], [-6.864, -1.779, 5.259], [-4.621, -1.917, 6.307], [-2.950, -2.984, 2.517], [2.053, -2.656, 6.479], [4.361, -2.704, 5.560], [4.714, -2.912, 3.137], [2.976, -4.295, 0.923], [3.785, -2.719, 0.887], [1.231, -0.915, 1.394], [-0.396, -2.963, -1.846], [0.487, -3.212, 2.548], [-0.242, -0.587, -4.853], [-1.177, 0.626, -3.626], [-2.942, 0.660, -4.497], [-0.396, 2.353, -4.153], [-0.470, 2.722, -5.497], [0.028, 3.936, -5.931], [0.609, 4.807, -5.024], [0.717, 4.432, -3.698], [0.225, 3.211, -3.243], [0.530, 2.773, -1.349], [0.046, 4.485, -0.487], [2.483, 3.024, -1.289], [-0.605, -0.468, -5.876], [-0.403, -1.620, -4.539], [0.828, -0.382, -4.828], [-2.881, 1.179, -5.458], [-3.683, 1.162, -3.878], [-3.274, -0.368, -4.661], [-0.925, 2.047, -6.216], [-0.045, 4.209, -6.971], [0.981, 5.767, -5.348], [1.194, 5.110, -3.002], [0.726, 5.276, -0.812], [0.119, 4.409, 0.599], [-0.969, 4.763, -0.761], [2.732, 4.082, -1.387], [2.950, 2.475, -2.106], [2.869, 2.653, -0.338], [6.851, -0.887, -3.275], [5.848, -0.428, -2.292], [6.160, 0.111, -1.059], [5.115, 0.459, -0.190], [3.841, 0.287, -0.538], [3.544, -0.155, -1.744], [1.953, -0.226, -2.328], [4.535, -0.541, -2.606], [5.363, 1.063, 1.142], [7.861, -0.753, -2.901], [6.754, -0.346, -4.217], [6.701, -1.944, -3.498], [7.187, 0.259, -0.772], [4.264, -0.897, -3.519], [6.407, 1.001, 1.428], [4.738, 0.585, 1.893], [5.078, 2.116, 1.119]],
  "de_lowest_kcal_mol": 23.5,
  "total_charge": 3,
  "molar_mass_da": 1001.9,
  "spin_multiplicity": 6,
  "s2": 8.764
}

---

{
  "formula": "C4H6O2",
  "method": "ωB97M-V/def2-TZVPD",
  "elements": ["C", "O", "C", "C", "O", "C", "H", "H", "H", "H", "H", "H"],
  "coordinates": [[-0.556, 1.100, -0.126], [-0.586, 0.356, -1.330], [-0.333, -0.954, -1.009], [0.758, 0.720, 0.609], [0.541, -0.554, 1.194], [0.072, -1.378, 0.199], [-1.452, 0.785, 0.456], [-0.720, 2.156, -0.362], [-0.429, -1.621, -1.852], [1.615, 0.579, -0.090], [1.099, 1.416, 1.380], [0.011, -2.419, 0.488]],
  "de_lowest_kcal_mol": 44.9,
  "molar_mass_da": 86.1,
  "smiles": "C1=COCCO1"
}

---

{
  "formula": "C12H26N4O9P2",
  "method": "ωB97M-V/def2-TZVPD",
  "elements": ["N", "C", "O", "C", "C", "C", "C", "C", "N", "C", "O", "C", "C", "C", "C", "O", "C", "N", "P", "P", "O", "O", "O", "H", "H", "H", "H", "H", "H", "H", "H", "H", "H", "H", "H", "H", "H", "H", "H", "H", "H", "H", "H", "H", "H", "H", "H", "H", "H", "N", "O", "O", "O"],
  "coordinates": [[-1.679, -3.066, 1.624], [-1.301, -1.874, 1.208], [-0.788, -0.750, 0.436], [0.451, -1.006, -0.292], [0.731, -2.608, -0.657], [-0.396, -3.222, -1.731], [-0.684, -4.828, -1.500], [0.465, -5.779, -2.192], [1.044, -6.645, -1.060], [0.227, -0.313, -1.797], [0.597, 1.085, -1.906], [0.824, 1.771, -0.639], [1.149, 3.394, -0.865], [-0.198, 4.218, -1.409], [-1.438, 4.218, -0.330], [-2.583, 3.438, -0.891], [2.018, 0.968, 0.144], [1.722, -0.508, 0.357], [1.877, -0.819, 2.103], [0.728, 0.559, 3.336], [0.056, 1.763, 2.565], [-0.501, -0.174, 4.328], [1.890, 1.299, 4.458], [1.753, -2.669, -1.275], [0.895, -3.285, 0.279], [-1.399, -2.581, -1.724], [0.009, -3.125, -2.850], [-1.699, -5.071, -2.080], [-0.862, -5.079, -0.349], [0.029, -6.515, -3.023], [1.353, -5.167, -2.671], [1.324, -5.923, -0.329], [0.194, -7.133, -0.646], [-0.866, -0.472, -2.184], [0.947, -0.919, -2.533], [-0.186, 1.744, -0.034], [2.055, 3.527, -1.630], [1.389, 3.866, 0.198], [-0.616, 3.700, -2.395], [0.090, 5.356, -1.590], [-1.165, 3.660, 0.688], [-1.846, 5.284, -0.056], [-2.294, 2.479, -1.057], [2.289, 1.556, 1.124], [2.983, 1.056, -0.554], [2.536, -1.020, -0.099], [3.284, -0.535, 2.400], [-1.124, 0.600, 4.559], [1.407, 1.713, 5.232], [-3.673, 5.960, 1.827], [-2.481, 6.039, 2.170], [-4.539, 5.642, 2.659], [-3.998, 6.199, 0.652]],
  "molar_mass_da": 432.3,
  "energy_ev": -55815.13845
}

---

{
  "formula": "C35H23IrN8O",
  "method": "ωB97M-V/def2-TZVPD",
  "elements": ["Ir", "C", "C", "C", "C", "C", "N", "C", "C", "C", "C", "C", "C", "C", "C", "N", "C", "N", "C", "N", "C", "N", "C", "N", "C", "N", "C", "C", "C", "C", "C", "C", "C", "C", "C", "C", "C", "C", "C", "C", "N", "H", "H", "H", "H", "H", "H", "H", "H", "H", "H", "H", "H", "H", "H", "H", "H", "C", "C", "C", "O", "H", "H", "H", "H", "H", "H", "H"],
  "coordinates": [[0.202, -0.313, -0.880], [3.722, 5.073, 0.381], [2.516, 5.735, 0.162], [1.358, 5.043, -0.159], [1.443, 3.667, -0.286], [0.489, 2.656, -0.708], [-0.738, 2.903, -1.067], [-1.621, 1.986, -1.441], [-2.867, 2.283, -2.098], [-3.456, 3.466, -2.519], [-4.666, 3.386, -3.185], [-5.292, 2.159, -3.408], [-4.724, 0.973, -2.978], [-3.500, 1.039, -2.326], [-2.616, 0.031, -1.798], [-2.860, -1.271, -1.803], [-1.975, -2.203, -1.588], [-0.617, -2.026, -1.507], [-0.010, -3.243, -1.329], [1.272, -3.465, -1.268], [2.197, -2.523, -1.153], [1.981, -1.223, -0.791], [3.182, -0.582, -0.706], [3.372, 0.694, -0.396], [2.439, 1.603, -0.378], [1.134, 1.448, -0.771], [2.664, 3.000, -0.067], [3.808, 3.693, 0.289], [4.235, -1.512, -1.015], [5.616, -1.392, -1.086], [6.344, -2.510, -1.452], [5.720, -3.723, -1.746], [4.346, -3.856, -1.685], [3.605, -2.744, -1.311], [-1.027, -4.273, -1.286], [-0.959, -5.641, -1.087], [-2.148, -6.352, -1.091], [-3.371, -5.710, -1.274], [-3.447, -4.338, -1.458], [-2.264, -3.620, -1.463], [-1.507, 0.639, -1.281], [4.606, 5.648, 0.613], [2.484, 6.813, 0.238], [0.423, 5.553, -0.330], [-2.979, 4.414, -2.330], [-5.142, 4.289, -3.543], [-6.243, 2.146, -3.922], [-5.203, 0.019, -3.134], [4.725, 3.158, 0.474], [6.096, -0.452, -0.866], [7.419, -2.447, -1.517], [6.323, -4.573, -2.026], [3.854, -4.786, -1.925], [-0.010, -6.126, -0.917], [-2.127, -7.421, -0.942], [-4.281, -6.293, -1.256], [-4.392, -3.835, -1.586], [1.415, -1.663, 2.343], [-0.071, -1.274, 2.305], [-0.915, -2.568, 2.343], [-0.433, -0.464, 1.278], [1.603, -2.321, 3.188], [2.038, -0.776, 2.429], [1.675, -2.194, 1.431], [-0.294, -0.708, 3.237], [-0.677, -3.185, 1.480], [-1.973, -2.325, 2.319], [-0.686, -3.118, 3.252]],
  "molar_mass_da": 763.8,
  "energy_ev": -53477.52799
}

---

{
  "formula": "C10H11NO2",
  "method": "ωB97M-V/def2-TZVPD",
  "elements": ["C", "C", "C", "C", "C", "C", "C", "C", "C", "C", "N", "O", "O", "H", "H", "H", "H", "H", "H", "H", "H", "H", "H", "H"],
  "coordinates": [[0.008, 1.955, -2.209], [0.876, 0.870, -2.005], [-1.122, 2.125, -1.383], [0.540, -0.047, -0.944], [-0.568, 0.164, -0.141], [-1.449, 1.206, -0.380], [0.557, -2.098, 1.296], [1.511, -1.167, -0.774], [1.844, -1.466, 0.668], [-3.148, 0.765, 1.346], [-0.620, -1.585, 1.192], [-1.689, -1.845, 1.734], [-2.612, 1.416, 0.159], [0.044, 2.635, -3.074], [1.674, 0.651, -2.708], [-1.925, 2.894, -1.581], [0.738, -2.856, 1.977], [1.302, -2.060, -1.342], [2.398, -0.833, -1.193], [2.164, -0.608, 1.306], [2.730, -2.245, 0.636], [-2.706, 1.271, 2.233], [-3.015, -0.443, 1.347], [-4.120, 0.982, 1.333]],
  "de_lowest_kcal_mol": 162.6,
  "molar_mass_da": 177.2
}

---

{
  "formula": "C23H22F5N2NiO3PSTe",
  "method": "ωB97M-V/def2-TZVPD",
  "elements": ["Ni", "O", "C", "O", "C", "C", "C", "C", "C", "C", "P", "C", "C", "C", "C", "C", "C", "C", "C", "C", "C", "C", "C", "H", "H", "H", "H", "H", "H", "H", "H", "H", "H", "H", "H", "H", "H", "C", "N", "C", "C", "N", "C", "S", "H", "H", "H", "H", "H", "H", "H", "H", "F", "Te", "F", "F", "F", "F", "O"],
  "coordinates": [[0.377, 1.266, 0.444], [-3.194, 3.002, 0.255], [-2.319, 2.378, -0.306], [-1.061, 2.387, -0.061], [-2.740, 1.479, -1.489], [-3.891, 1.856, -2.173], [-4.326, 1.130, -3.266], [-3.622, 0.005, -3.676], [-2.492, -0.389, -2.987], [-2.031, 0.348, -1.891], [-0.503, -0.219, -1.061], [0.660, -0.192, -2.465], [0.827, -1.236, -3.368], [1.655, -1.066, -4.468], [2.303, 0.142, -4.673], [2.158, 1.178, -3.763], [1.346, 1.009, -2.656], [-0.833, -1.974, -0.732], [-2.131, -2.429, -0.496], [-2.345, -3.750, -0.135], [-1.272, -4.618, 0.004], [0.024, -4.161, -0.191], [0.247, -2.842, -0.547], [-4.427, 2.726, -1.821], [-5.211, 1.443, -3.804], [-3.953, -0.565, -4.535], [-1.947, -1.270, -3.302], [0.324, -2.181, -3.211], [1.788, -1.879, -5.169], [2.932, 0.273, -5.544], [2.674, 2.116, -3.920], [1.232, 1.805, -1.923], [-2.966, -1.752, -0.614], [-3.353, -4.102, 0.036], [-1.449, -5.652, 0.267], [0.862, -4.833, -0.060], [1.254, -2.471, -0.697], [3.538, 0.605, 3.639], [2.312, -0.124, 3.406], [1.381, -0.334, 4.515], [0.188, -1.008, 3.834], [0.421, -0.682, 2.428], [1.708, -0.285, 2.242], [2.385, -0.067, 0.702], [4.266, -0.036, 4.138], [3.333, 1.467, 4.275], [3.941, 0.956, 2.693], [1.113, 0.633, 4.949], [1.842, -0.956, 5.282], [-0.769, -0.616, 4.171], [0.200, -2.092, 3.979], [-0.051, -1.207, 1.707], [-0.477, 4.279, 3.246], [1.312, 3.739, 3.022], [1.208, 2.766, 4.680], [3.202, 3.496, 3.161], [1.621, 5.034, 1.690], [1.657, 5.182, 4.195], [1.073, 2.291, 2.043]],
  "de_lowest_kcal_mol": 0.0,
  "molar_mass_da": 718.8,
  "spin_multiplicity": 3,
  "s2": 2.008
}

---

{
  "formula": "C4H14NOS",
  "method": "ωB97M-V/def2-TZVPD",
  "elements": ["C", "C", "C", "C", "S", "N", "H", "H", "H", "H", "H", "H", "H", "H", "H", "H", "H", "H", "H", "H", "O"],
  "coordinates": [[0.379, 1.673, -1.509], [-0.008, 0.473, -0.654], [-0.860, 0.798, 0.707], [-1.806, -0.326, 1.164], [-2.966, -0.503, -0.323], [1.039, -0.369, -0.310], [1.305, 2.101, -1.137], [0.585, 1.238, -2.491], [-0.528, 2.258, -1.619], [-0.986, -0.409, -1.244], [-1.532, 1.662, 0.636], [-0.211, 1.154, 1.509], [-1.260, -1.254, 1.298], [-2.555, -0.066, 1.903], [-0.658, -0.858, -1.664], [1.853, -0.453, -0.904], [-3.975, -1.203, 0.247], [0.708, -1.308, -0.113], [4.477, -1.860, 1.816], [3.100, -1.223, 1.574], [3.898, -1.525, 1.115]],
  "de_lowest_kcal_mol": 114.0,
  "total_charge": 1,
  "molar_mass_da": 124.2
}

---

Number 1: F_max 0.066 hartree/bohr. Number 2: F_max 0.091 hartree/bohr. Number 3: F_max 0.060 hartree/bohr. Number 4: F_max 0.017 hartree/bohr. Number 5: F_max 0.236 hartree/bohr. Number 6: F_max 0.075 hartree/bohr. Number 7: F_max 0.105 hartree/bohr. Number 8: F_max 0.069 hartree/bohr. Number 9: F_max 0.114 hartree/bohr.